(1)
# C8H12BBr2F5NO6S

A cluster of 2 separate species, C8H12BBr2F5NO6S in total (the ωB97M-V functional and the def2-TZVPD basis, the OMol25 dataset).

Structure (ORCA input):
```
! RIJCOSX wB97M-V def2-TZVPD def2/J DEFGRID3
* xyz -1 1
C 4.054 -2.251 -0.729
C 2.722 -1.603 0.007
Br 1.378 -2.982 0.684
C 2.491 -0.117 0.182
Br 3.872 1.221 -0.499
N 1.269 0.475 0.885
C 0.766 1.676 0.111
C -0.839 1.973 0.249
C -1.819 0.734 -0.191
C -2.682 0.236 1.153
F -3.470 1.437 1.602
F -1.797 -0.204 2.272
C -3.657 -1.073 0.821
F -3.998 -1.142 -0.649
F -2.793 -2.281 1.097
F -4.922 -1.075 1.602
B 1.747 0.873 2.303
O 3.147 0.797 2.766
O 0.680 1.310 3.257
H 4.509 -3.123 -0.053
H 4.923 -1.491 -0.911
H 3.735 -2.669 -1.798
H 0.496 -0.206 1.042
H 1.320 2.623 0.584
H 1.013 1.649 -1.045
H -1.077 2.864 -0.509
H -1.093 2.428 1.323
H -2.552 0.975 -1.070
H -1.204 -0.237 -0.516
H 3.392 -0.186 2.821
H 1.002 0.940 4.153
O -1.628 0.329 -2.958
S -2.123 -0.314 -4.189
O -1.357 0.185 -5.346
O -3.550 0.005 -4.371
O -1.955 -1.775 -4.082
*
```

Computed properties:
LUMO level	0.09	eV
E	-187443.4039	eV
orbital gap	1.8492	eV
E_HOMO	-1.763	eV



(2)
# C8H12Br2N2

The molecule C8H12Br2N2 (the ωB97M-V functional and the def2-TZVPD basis, the OMol25 dataset).

Structure (ORCA input):
```
! RIJCOSX wB97M-V def2-TZVPD def2/J DEFGRID3
* xyz 0 1
C -0.747 2.553 -0.027
N -1.722 1.492 -0.018
N -2.983 1.908 -0.017
C -3.772 0.841 -0.002
Br -5.636 1.055 0.009
C -3.098 -0.354 0.009
Br -3.822 -2.069 -0.009
C -1.539 0.174 -0.001
C -0.265 -0.608 0.004
C -0.543 -2.103 0.182
C 0.625 -0.156 1.173
C 0.477 -0.415 -1.330
H -1.266 3.449 -0.363
H -0.361 2.734 0.978
H 0.073 2.328 -0.704
H 0.400 -2.633 0.285
H -1.133 -2.286 1.076
H -1.068 -2.510 -0.677
H 0.112 -0.316 2.120
H 1.539 -0.747 1.174
H 0.904 0.890 1.097
H 1.282 -1.141 -1.399
H -0.197 -0.570 -2.170
H 0.916 0.575 -1.416
*
```

Computed properties:
SMILES	Cn1nc(Br)c(Br)c1C(C)(C)C
energy relative to the best compared isomer or geometry (same formula, charge and spin)	0.0	kcal/mol
LUMO level	0.62	eV
E	-151554.5836	eV
orbital gap	9.0215	eV
E_HOMO	-8.398	eV



(3)
# C8H12CaN3O10

A structure of composition C8H12CaN3O10 (the ωB97M-V functional and the def2-TZVPD basis, the OMol25 dataset).

Structure (ORCA input):
```
! RIJCOSX wB97M-V def2-TZVPD def2/J DEFGRID3
* xyz -1 1
Ca 0.598 1.814 0.004
O 1.099 3.878 -0.492
H 0.581 4.554 -0.044
N 1.335 1.199 -3.226
O 2.034 2.207 -3.235
O 0.960 0.709 -2.092
O 1.040 0.578 -4.258
N 4.057 2.126 0.288
O 5.001 2.012 1.110
O 2.961 1.537 0.540
O 4.212 2.778 -0.749
C 0.487 -4.557 2.088
C -0.189 -3.774 0.945
C -1.475 -3.047 1.400
O -1.081 -1.719 1.522
C 0.138 -1.543 0.949
O 0.600 -0.482 0.695
O 0.653 -2.713 0.550
H 1.488 -4.853 1.775
H -0.049 -5.501 2.238
H 0.521 -4.073 3.063
H -0.439 -4.471 0.150
H -1.952 -3.541 2.252
H -2.262 -3.270 0.662
N -2.157 3.006 -1.154
C -2.216 2.839 0.192
C -2.035 1.484 0.507
C -1.836 0.851 -0.743
C -1.938 1.805 -1.748
H -2.324 3.861 -1.650
H -2.407 3.716 0.790
H -2.088 1.033 1.483
H -1.568 -0.158 -1.010
H -1.748 1.717 -2.804
*
```

Computed properties:
LUMO level	1.93	eV
E	-51871.6495	eV
orbital gap	6.3710	eV
E_HOMO	-4.445	eV



(4)
# C8H12Cl2

The molecule C8H12Cl2 (the ωB97M-V functional and the def2-TZVPD basis, the OMol25 dataset).

Structure (ORCA input):
```
! RIJCOSX wB97M-V def2-TZVPD def2/J DEFGRID3
* xyz 0 1
C -2.844 -0.902 2.168
C -1.519 -0.528 2.351
C -0.690 -0.200 1.063
C 0.798 -0.281 1.329
C 1.705 0.145 0.198
C 1.368 1.511 -0.333
Cl 2.039 2.681 0.933
C -0.123 1.684 -0.594
Cl -0.307 3.514 -0.957
C -1.066 1.237 0.550
H -3.538 -1.017 3.053
H -3.158 -1.034 1.154
H -1.050 -0.503 3.359
H -0.822 -0.920 0.230
H 1.070 0.370 2.051
H 0.983 -1.307 1.702
H 1.716 -0.690 -0.682
H 2.779 0.299 0.517
H 1.981 1.799 -1.239
H -0.427 1.097 -1.460
H -0.731 1.928 1.279
H -2.085 1.431 0.206
*
```

Computed properties:
SMILES	C=C[C@@H]1CC[C@H](Cl)[C@H](Cl)C1
energy relative to the best compared isomer or geometry (same formula, charge and spin)	0.0	kcal/mol
LUMO level	0.80	eV
E	-33534.3428	eV
orbital gap	10.5222	eV
E_HOMO	-9.725	eV



(5)
# C8H12Cl2N6O

The molecule C8H12Cl2N6O (the ωB97M-V functional and the def2-TZVPD basis, the OMol25 dataset).

Structure (ORCA input):
```
! RIJCOSX wB97M-V def2-TZVPD def2/J DEFGRID3
* xyz 0 1
N 3.026 -2.407 -0.353
C 2.838 -1.257 0.336
O 2.499 -1.557 1.462
C 2.714 0.070 -0.337
N 2.894 0.161 -1.592
C 2.786 1.522 -1.896
N 2.480 2.264 -0.878
C 2.257 1.346 0.230
N 0.829 1.349 0.438
N -0.026 0.990 -0.494
N -1.384 0.622 -0.061
C -1.462 0.431 1.396
C -1.121 -0.996 1.871
Cl -1.953 -1.597 3.319
C -2.549 0.900 -0.942
C -3.507 -0.288 -0.851
Cl -4.658 -0.108 -2.035
H 2.932 -3.256 0.294
H 2.575 -2.295 -1.281
H 2.839 2.083 -2.918
H 2.802 1.665 1.108
H -2.432 0.627 1.679
H -0.900 1.197 1.987
H -1.141 -1.690 1.026
H -0.045 -0.903 2.167
H -3.298 1.700 -0.674
H -2.153 1.007 -2.054
H -4.001 -0.437 0.119
H -2.842 -1.141 -1.063
*
```

Computed properties:
SMILES	NC(=O)C1=NC=N[C@H]1/N=N/N(CCCl)CCCl
energy relative to the best compared isomer or geometry (same formula, charge and spin)	35.5	kcal/mol
LUMO level	-0.97	eV
E	-44518.4707	eV
orbital gap	8.2713	eV
E_HOMO	-9.244	eV



(6)
# C8H12ClNO2S

A cluster of 2 separate species, C8H12ClNO2S in total (the ωB97M-V functional and the def2-TZVPD basis, the OMol25 dataset).

Structure (ORCA input):
```
! RIJCOSX wB97M-V def2-TZVPD def2/J DEFGRID3
* xyz 0 1
C 3.299 1.139 -0.589
C 2.440 0.248 0.378
O 1.123 0.219 -0.254
C 0.008 0.500 0.434
O -0.232 0.747 1.554
C -1.071 0.313 -0.643
C -1.292 1.682 -1.257
C -2.323 -0.219 -0.047
Cl -3.379 -1.180 -0.926
C -2.764 0.130 1.116
N -3.118 0.685 2.135
H 3.039 0.854 -1.617
H 3.024 2.178 -0.304
H 4.413 1.145 -0.184
H 2.423 0.630 1.427
H 2.798 -0.893 0.493
H -0.529 -0.282 -1.372
H -0.336 2.126 -1.523
H -1.871 2.326 -0.609
H -1.925 1.602 -2.144
H -3.007 0.471 3.137
C -0.258 -3.540 0.228
S 1.088 -3.958 -0.517
H -1.205 -4.049 -0.060
H -0.345 -2.875 1.148
*
```

Computed properties:
SMILES	CCOC(=O)[C@H](C)C(Cl)=C=N.C=S
energy relative to the best compared isomer or geometry (same formula, charge and spin)	54.8	kcal/mol
LUMO level	-0.39	eV
E	-37429.8186	eV
orbital gap	7.8150	eV
E_HOMO	-8.209	eV



(7)
# C8H12ClO8

A cluster of 3 separate species, C8H12ClO8 in total (the ωB97M-V functional and the def2-TZVPD basis, the OMol25 dataset).

Structure (ORCA input):
```
! RIJCOSX wB97M-V def2-TZVPD def2/J DEFGRID3
* xyz -1 1
Cl -1.794 -0.073 -1.707
O -2.404 -1.302 -1.265
O -0.390 -0.283 -1.897
O -2.417 0.387 -2.928
O -2.040 0.937 -0.676
O 3.116 -0.148 -0.136
C 3.011 0.343 -1.223
O 2.982 1.698 -1.347
C 3.122 2.024 -2.743
C 2.448 0.873 -3.460
C 2.712 -0.351 -2.571
H 4.203 2.052 -2.904
H 2.607 2.930 -3.051
H 2.781 0.740 -4.491
H 1.373 1.054 -3.504
H 3.618 -0.908 -2.804
H 1.796 -0.903 -2.387
O -2.995 -1.274 5.644
C -2.637 -1.100 4.519
O -3.473 -1.324 3.482
C -2.734 -1.164 2.236
C -1.584 -0.218 2.568
C -1.318 -0.502 4.045
H -3.395 -0.979 1.397
H -2.309 -2.156 2.040
H -1.920 0.813 2.466
H -0.797 -0.421 1.845
H -1.084 0.416 4.579
H -0.478 -1.160 4.275
*
```

Computed properties:
energy relative to the best compared isomer or geometry (same formula, charge and spin)	3.5	kcal/mol
LUMO level	2.99	eV
E	-37388.3477	eV
orbital gap	9.1916	eV
E_HOMO	-6.204	eV



(8)
# C8H12F5P

The molecule C8H12F5P (the ωB97M-V functional and the def2-TZVPD basis, the OMol25 dataset).

Structure (ORCA input):
```
! RIJCOSX wB97M-V def2-TZVPD def2/J DEFGRID3
* xyz 0 1
C 0.296 0.617 -0.856
C -0.577 -0.300 0.049
C 1.718 1.078 -0.214
C 2.671 -0.065 0.225
C 0.152 -1.481 0.563
C -1.687 -0.836 -1.042
C -1.691 1.905 0.715
C -1.280 0.483 1.118
F 1.404 1.780 0.889
F 2.335 1.935 -1.150
F 3.722 0.456 0.821
F 3.141 -0.831 -0.843
F 0.308 -1.435 1.904
P 1.180 -2.471 -0.488
H 0.551 0.148 -1.749
H -0.163 1.499 -1.065
H -2.349 -0.138 -1.590
H -2.376 -1.609 -0.616
H -1.354 -1.475 -1.832
H -0.716 2.494 0.717
H -2.339 2.385 1.453
H -2.171 1.980 -0.338
H -2.208 0.006 1.420
H -0.680 0.536 2.121
H 0.282 -3.477 -0.748
H 1.830 -3.185 0.536
*
```

Computed properties:
energy relative to the best compared isomer or geometry (same formula, charge and spin)	77.2	kcal/mol
LUMO level (spin up / spin down)	-1.15 / -0.05	eV
E	-31361.5779	eV
orbital gap (spin up / spin down)	6.6338 / 9.8087	eV
E_HOMO (spin up / spin down)	-7.782 / -9.858	eV



(9)
# C8H12I2NO4

A cluster of 2 separate species, C8H12I2NO4 in total (the ωB97M-V functional and the def2-TZVPD basis, the OMol25 dataset).

Structure (ORCA input):
```
! RIJCOSX wB97M-V def2-TZVPD def2/J DEFGRID3
* xyz -1 1
C -3.677 2.857 0.579
C -2.548 2.058 -0.003
I -2.465 2.103 -2.111
C -1.663 1.366 0.690
I -1.843 1.329 2.797
C -0.539 0.555 0.160
C -0.809 -0.958 0.379
N 0.377 -1.606 0.988
C 1.627 -1.251 0.221
C 1.748 0.263 0.106
O 0.661 0.902 0.806
H -3.251 3.665 1.168
H -4.296 2.205 1.187
H -4.270 3.300 -0.208
H -0.388 0.704 -0.907
H -0.937 -1.421 -0.595
H -1.709 -1.154 0.950
H 0.458 -1.385 1.978
H 0.268 -2.614 0.875
H 2.471 -1.659 0.757
H 1.562 -1.733 -0.751
H 1.786 0.538 -0.947
H 2.678 0.597 0.543
C 3.717 -2.181 -2.193
O 4.704 -2.565 -2.877
O 2.757 -2.988 -1.823
O 3.582 -0.928 -1.769
*
```

Computed properties:
LUMO level	1.19	eV
E	-34369.0547	eV
orbital gap	2.4371	eV
E_HOMO	-1.247	eV



(10)
# C8H12LuO6S

A structure of composition C8H12LuO6S (the ωB97M-V functional and the def2-TZVPD basis, the OMol25 dataset).

Structure (ORCA input):
```
! RIJCOSX wB97M-V def2-TZVPD def2/J DEFGRID3
* xyz 3 1
C 2.676 1.535 1.227
C 1.952 1.252 0.096
C 1.201 -0.073 -0.223
C 0.335 0.190 -1.495
C -1.187 -0.008 -1.367
C -1.905 0.921 -0.370
S -3.232 0.193 0.560
O -3.919 1.277 1.139
O -3.905 -0.748 -0.238
O -2.232 -0.457 1.682
C 2.266 -1.171 -0.347
O 1.406 -2.371 -0.420
C 0.456 -2.296 0.435
O -0.373 -2.959 0.878
O 0.480 -0.694 0.909
H 2.608 2.493 1.726
H 3.405 0.800 1.575
H 1.968 2.022 -0.675
H 0.715 -0.502 -2.243
H 0.497 1.187 -1.892
H -1.617 0.249 -2.331
H -1.397 -1.061 -1.195
H -2.270 1.827 -0.849
H -1.253 1.271 0.450
H -2.275 -1.437 1.692
H 2.978 -1.069 -1.154
H 2.715 -1.297 0.633
Lu -0.092 0.930 1.799
*
```

Computed properties:
LUMO level	-14.25	eV
E	-65194.4382	eV
orbital gap	8.1700	eV
E_HOMO	-22.417	eV



(11)
# C8H12N2

The molecule C8H12N2 (the ωB97M-V functional and the def2-TZVPD basis, the OMol25 dataset).

Structure (ORCA input):
```
! RIJCOSX wB97M-V def2-TZVPD def2/J DEFGRID3
* xyz 0 1
C 2.550 0.348 -0.361
C -1.214 2.826 -0.177
C -0.858 1.630 0.346
C 0.512 -1.696 0.614
C 1.668 0.287 0.736
C -0.248 0.573 -0.291
C -0.714 -0.861 0.097
C -1.264 -1.529 -1.137
N 3.268 0.454 -1.246
N 1.285 -0.874 1.399
H -1.529 3.743 0.454
H -1.086 3.007 -1.203
H -0.849 1.510 1.440
H 0.269 -2.735 0.962
H 1.277 -1.998 -0.180
H 1.729 1.236 1.153
H -0.130 0.769 -1.373
H -1.403 -0.861 0.823
H -2.163 -0.924 -1.552
H -1.608 -2.659 -0.919
H -0.500 -1.552 -1.958
H 1.010 -0.694 2.373
*
```

Computed properties:
energy relative to the best compared isomer or geometry (same formula, charge and spin)	102.5	kcal/mol
LUMO level	0.15	eV
E	-11466.7933	eV
orbital gap	8.1072	eV
E_HOMO	-7.958	eV



(12)
# C8H12N2O

A cluster of 2 separate species, C8H12N2O in total (the ωB97M-V functional and the def2-TZVPD basis, the OMol25 dataset).

Structure (ORCA input):
```
! RIJCOSX wB97M-V def2-TZVPD def2/J DEFGRID3
* xyz 0 1
C 2.480 -1.554 -0.128
N 2.122 -0.118 -0.104
C 0.861 0.418 -0.143
C 0.878 1.950 -0.191
O -0.130 -0.310 -0.283
H 1.523 -2.050 -0.526
H 3.228 -1.673 -0.913
H 2.774 -1.956 0.875
H 2.866 0.592 0.126
H 1.891 2.257 -0.287
H 0.554 2.377 0.810
H 0.265 2.320 -0.955
C -1.576 0.574 1.016
C -1.401 -0.709 1.336
C -1.533 -1.633 0.269
N -1.755 -1.390 -1.061
C -1.937 -0.112 -1.304
C -1.927 0.876 -0.297
H -1.652 1.379 1.664
H -1.596 -0.851 2.429
H -1.288 -2.559 0.623
H -2.278 0.317 -2.302
H -2.367 1.854 -0.655
*
```

Computed properties:
SMILES	CNC(C)=O.c1ccncc1
energy relative to the best compared isomer or geometry (same formula, charge and spin)	134.1	kcal/mol
LUMO level	0.74	eV
E	-13512.5993	eV
orbital gap	8.2125	eV
E_HOMO	-7.468	eV